{"formula": "C34H56BrClN3O9SSe3SiTeYb", "method": "the ωB97M-V functional and the def2-TZVPD basis", "gap_ev": [4.81, 4.20], "charge": -2, "multiplicity": 2, "e_tot_ev": -395209.702, "symbols": ["Yb", "C", "C", "N", "C", "C", "N", "C", "C", "N", "H", "H", "H", "H", "H", "H", "H", "H", "H", "H", "H", "H", "H", "H", "H", "Se", "Se", "Te", "Se", "O", "C", "C", "O", "C", "C", "O", "C", "O", "O", "C", "S", "C", "O", "H", "H", "H", "H", "H", "H", "C", "C", "C", "C", "Cl", "C", "C", "C", "O", "C", "C", "O", "O", "H", "H", "H", "H", "H", "H", "H", "H", "C", "C", "C", "C", "Si", "Br", "C", "C", "C", "C", "C", "C", "C", "C", "H", "H", "H", "H", "H", "H", "H", "H", "H", "H", "H", "H", "H", "H", "H", "H", "H", "H", "H", "H", "H", "H", "H", "H", "H", "H", "H"], "coordinates": [[9.08, 15.13, 12.73], [6.19, 13.67, 13.35], [7.38, 13.25, 14.23], [8.10, 14.40, 14.76], [7.21, 15.27, 15.56], [7.17, 16.77, 15.23], [6.99, 17.02, 13.80], [5.62, 16.72, 13.36], [5.59, 15.77, 12.15], [6.50, 14.62, 12.27], [5.73, 12.74, 12.96], [5.40, 14.10, 13.99], [7.00, 12.59, 15.02], [8.11, 12.63, 13.66], [8.88, 14.08, 15.32], [6.22, 14.83, 15.54], [7.52, 15.21, 16.61], [6.43, 17.27, 15.87], [8.14, 17.22, 15.51], [7.21, 17.99, 13.59], [5.02, 16.33, 14.20], [5.09, 17.63, 13.04], [4.53, 15.47, 12.06], [5.85, 16.35, 11.24], [6.46, 14.10, 11.38], [8.32, 17.87, 10.09], [6.55, 19.16, 10.64], [9.23, 20.94, 12.53], [10.19, 18.65, 12.25], [13.83, 11.72, 9.65], [12.89, 12.33, 10.17], [12.41, 12.17, 11.59], [12.95, 11.44, 12.39], [11.23, 13.08, 11.69], [11.08, 13.83, 10.47], [10.23, 14.76, 10.28], [12.12, 13.41, 9.44], [12.37, 13.73, 8.30], [10.47, 13.19, 12.71], [6.02, 15.89, 7.66], [7.51, 14.97, 8.13], [8.87, 15.69, 7.15], [7.34, 13.62, 7.50], [5.92, 15.87, 6.55], [6.11, 16.92, 8.08], [5.18, 15.35, 8.13], [8.96, 16.74, 7.47], [8.58, 15.58, 6.08], [9.77, 15.14, 7.43], [10.89, 14.22, 18.24], [11.83, 15.39, 18.00], [11.77, 16.52, 18.84], [12.61, 17.62, 18.63], [12.97, 18.72, 19.91], [13.35, 17.70, 17.44], [13.41, 16.63, 16.59], [12.65, 15.46, 16.83], [12.60, 14.38, 15.97], [12.81, 14.74, 14.56], [11.72, 15.58, 13.90], [11.77, 15.76, 12.65], [10.72, 15.93, 14.62], [11.07, 13.76, 19.22], [11.06, 13.48, 17.44], [9.82, 14.54, 18.21], [11.03, 16.54, 19.64], [13.89, 18.60, 17.21], [14.04, 16.69, 15.69], [12.91, 13.82, 14.00], [13.77, 15.29, 14.49], [9.49, 9.25, 12.48], [8.34, 8.62, 11.65], [8.62, 7.12, 11.48], [7.00, 8.81, 12.36], [8.23, 9.51, 9.92], [8.14, 11.76, 10.64], [9.80, 9.39, 8.80], [9.68, 8.13, 7.89], [11.06, 9.19, 9.65], [9.96, 10.65, 7.89], [6.59, 9.40, 8.91], [5.46, 10.20, 9.59], [6.17, 7.91, 8.83], [6.77, 9.99, 7.51], [9.26, 9.15, 13.57], [9.65, 10.34, 12.34], [10.47, 8.78, 12.28], [8.57, 6.61, 12.46], [9.63, 6.91, 11.09], [7.83, 6.63, 10.89], [7.01, 8.26, 13.30], [6.14, 8.42, 11.77], [6.81, 9.86, 12.64], [9.81, 7.20, 8.45], [10.50, 8.20, 7.14], [8.74, 8.08, 7.33], [11.05, 8.27, 10.25], [11.24, 10.00, 10.36], [11.99, 9.17, 9.02], [9.62, 10.45, 6.85], [11.02, 10.97, 7.86], [9.37, 11.49, 8.25], [5.32, 9.95, 10.64], [4.50, 9.95, 9.08], [5.59, 11.31, 9.51], [6.17, 7.40, 9.80], [6.76, 7.28, 8.12], [5.14, 7.90, 8.44], [7.08, 11.03, 7.53], [5.76, 9.99, 7.00], [7.50, 9.42, 6.89]], "lowdin_charge": [1.30, -0.22, -0.23, -0.14, -0.19, -0.21, -0.06, -0.23, -0.22, -0.10, 0.12, 0.10, 0.12, 0.09, 0.11, 0.09, 0.11, 0.11, 0.12, 0.06, 0.11, 0.10, 0.12, 0.05, 0.07, -0.07, -0.10, -0.06, -0.24, 0.05, -0.31, -0.35, 0.04, -0.37, -0.34, -0.13, -0.30, 0.06, -0.18, -0.27, 0.72, -0.24, -0.60, 0.05, 0.01, 0.05, 0.01, 0.06, 0.05, -0.04, -0.18, -0.08, -0.69, 0.62, -0.11, -0.01, -0.22, -0.05, -0.05, -0.67, -0.09, -0.12, 0.07, 0.07, 0.08, 0.11, 0.10, 0.12, 0.12, 0.11, -0.11, -0.63, -0.10, -0.13, 0.59, 0.59, -0.59, -0.10, -0.10, -0.09, -0.64, -0.15, -0.10, -0.10, 0.09, 0.03, 0.08, 0.08, 0.07, 0.06, 0.07, 0.07, 0.07, 0.07, 0.09, 0.04, 0.06, 0.07, 0.11, 0.08, 0.10, 0.01, 0.05, 0.08, 0.06, 0.05, 0.08, 0.07, 0.06, 0.10, 0.06]}

{"formula": "C34H56BrF2N2O15P", "method": "the ωB97M-V functional and the def2-TZVPD basis", "smiles": "C#CC[C@H]([C@@H](O[C@@](F)(CCN)C[C@@H](C)Br)P(O)O)N(CCF)COO.O=C1CCCO1.O=C1CCCO1.O=C1CCCO1.O=C1CCCO1.O=C1CCCO1", "gap_ev": 8.28, "multiplicity": 1, "e_tot_ev": -154621.455, "symbols": ["C", "C", "C", "C", "C", "O", "C", "F", "C", "C", "N", "C", "C", "C", "Br", "P", "O", "O", "N", "C", "C", "F", "C", "O", "O", "H", "H", "H", "H", "H", "H", "H", "H", "H", "H", "H", "H", "H", "H", "H", "H", "H", "H", "H", "H", "H", "H", "H", "H", "H", "H", "O", "C", "O", "C", "C", "C", "H", "H", "H", "H", "H", "H", "O", "C", "O", "C", "C", "C", "H", "H", "H", "H", "H", "H", "O", "C", "O", "C", "C", "C", "H", "H", "H", "H", "H", "H", "O", "C", "O", "C", "C", "C", "H", "H", "H", "H", "H", "H", "O", "C", "O", "C", "C", "C", "H", "H", "H", "H", "H", "H"], "coordinates": [[-0.15, 2.35, 3.98], [0.23, 1.29, 3.53], [0.64, 0.19, 2.67], [-0.42, -0.91, 2.52], [0.18, -2.19, 1.90], [1.29, -1.83, 1.08], [1.29, -2.35, -0.20], [0.12, -2.06, -0.88], [2.42, -1.61, -0.96], [3.47, -1.01, -0.02], [4.56, -0.42, -0.87], [1.55, -3.86, -0.30], [0.29, -4.75, -0.35], [-0.06, -5.19, -1.76], [0.63, -6.37, 0.74], [0.68, -3.30, 3.34], [2.17, -3.90, 2.91], [-0.46, -4.50, 3.28], [-1.63, -0.56, 1.77], [-1.39, 0.19, 0.53], [-1.71, 1.68, 0.58], [-1.27, 2.24, -0.62], [-2.67, -0.01, 2.59], [-3.13, -0.98, 3.52], [-4.45, -1.36, 3.21], [-0.56, 3.21, 4.42], [1.04, 0.54, 1.73], [1.49, -0.28, 3.17], [-0.71, -1.19, 3.54], [-0.64, -2.67, 1.37], [2.90, -2.25, -1.69], [1.94, -0.76, -1.44], [3.87, -1.77, 0.64], [3.05, -0.20, 0.55], [4.43, 0.58, -0.83], [5.41, -0.58, -0.33], [2.14, -4.17, 0.55], [2.14, -4.11, -1.17], [-0.60, -4.29, 0.05], [-0.82, -5.96, -1.64], [-0.55, -4.34, -2.22], [0.81, -5.55, -2.30], [2.28, -4.81, 3.19], [-0.09, -5.35, 3.53], [-2.05, -0.23, -0.23], [-0.39, 0.06, 0.15], [-1.20, 2.21, 1.38], [-2.77, 1.87, 0.63], [-3.53, 0.23, 1.97], [-2.41, 0.90, 3.13], [-4.40, -1.91, 2.41], [4.60, 3.71, -0.02], [4.05, 3.69, -1.09], [4.27, 2.72, -2.01], [3.55, 3.01, -3.22], [2.43, 3.94, -2.79], [3.06, 4.70, -1.63], [4.24, 3.48, -3.92], [3.18, 2.08, -3.65], [2.07, 4.58, -3.60], [1.58, 3.36, -2.43], [3.61, 5.58, -1.96], [2.33, 4.97, -0.87], [0.19, 6.13, -1.82], [-0.18, 6.18, -0.68], [0.30, 7.09, 0.21], [-0.26, 6.84, 1.52], [-1.54, 6.05, 1.26], [-1.18, 5.27, -0.01], [0.47, 6.26, 2.09], [-0.44, 7.78, 2.02], [-1.83, 5.43, 2.10], [-2.36, 6.74, 1.05], [-0.70, 4.33, 0.22], [-2.05, 5.11, -0.65], [1.36, -8.69, -1.53], [1.10, -9.59, -0.80], [-0.10, -9.74, -0.19], [-0.07, -10.86, 0.70], [1.06, -11.75, 0.19], [2.03, -10.72, -0.39], [0.12, -10.50, 1.71], [-1.03, -11.37, 0.68], [1.49, -12.38, 0.96], [0.69, -12.39, -0.61], [2.72, -10.34, 0.37], [2.58, -11.10, -1.24], [0.49, 11.82, 3.00], [0.17, 11.43, 1.93], [-0.27, 10.16, 1.70], [-0.48, 9.95, 0.29], [-0.68, 11.34, -0.29], [0.21, 12.19, 0.62], [0.39, 9.44, -0.12], [-1.35, 9.31, 0.15], [-0.42, 11.40, -1.35], [-1.72, 11.64, -0.18], [1.24, 12.23, 0.27], [-0.18, 13.20, 0.75], [-3.08, -3.72, -0.98], [-3.57, -3.77, -2.07], [-3.31, -4.75, -2.97], [-3.96, -4.46, -4.22], [-5.10, -3.51, -3.86], [-4.52, -2.76, -2.68], [-3.23, -4.00, -4.89], [-4.32, -5.38, -4.66], [-5.40, -2.88, -4.69], [-5.97, -4.09, -3.54], [-3.95, -1.88, -2.99], [-5.28, -2.47, -1.96]], "lowdin_charge": [0.11, -0.11, -0.15, -0.30, -0.33, -0.09, -0.50, 0.05, -0.08, -0.24, 0.01, -0.13, -0.66, -0.13, 0.76, 0.92, -0.30, -0.31, -0.07, -0.14, -0.18, -0.07, -0.21, -0.12, -0.02, 0.02, 0.11, 0.13, 0.11, 0.12, 0.11, 0.12, 0.12, 0.10, 0.04, 0.06, 0.08, 0.11, 0.07, 0.07, 0.07, 0.08, 0.04, 0.02, 0.13, 0.11, 0.10, 0.12, 0.13, 0.12, 0.10, 0.12, -0.49, 0.00, -0.15, -0.16, -0.07, 0.13, 0.12, 0.12, 0.12, 0.14, 0.11, 0.12, -0.48, 0.00, -0.14, -0.14, -0.07, 0.13, 0.11, 0.11, 0.12, 0.11, 0.13, 0.09, -0.52, 0.00, -0.16, -0.16, -0.07, 0.13, 0.12, 0.11, 0.12, 0.13, 0.12, 0.13, -0.48, 0.01, -0.16, -0.15, -0.07, 0.12, 0.12, 0.12, 0.12, 0.13, 0.12, 0.12, -0.48, 0.02, -0.15, -0.16, -0.08, 0.13, 0.12, 0.12, 0.12, 0.13, 0.12]}

{"formula": "C34H56Cl2F4O33", "method": "the ωB97M-V functional and the def2-TZVPD basis", "smiles": "O=C1OC[C@@H](F)O1.O=C1OC[C@@H](F)O1.O=C1OC[C@@H](F)O1.O=C1OC[C@@H](F)O1.COC(=O)OC.COC(=O)OC.COC(=O)OC.COC(=O)OC.COC(=O)OC.COC(=O)OC.COC(=O)OC.ClCCl", "gap_ev": 10.49, "multiplicity": 1, "e_tot_ev": -139644.935, "symbols": ["C", "O", "C", "O", "O", "C", "H", "H", "H", "H", "H", "H", "C", "O", "C", "O", "O", "C", "H", "H", "H", "H", "H", "H", "C", "O", "C", "O", "O", "C", "H", "H", "H", "H", "H", "H", "C", "O", "C", "O", "O", "C", "H", "H", "H", "H", "H", "H", "C", "O", "C", "O", "O", "C", "H", "H", "H", "H", "H", "H", "C", "O", "C", "O", "O", "C", "H", "H", "H", "H", "H", "H", "C", "O", "C", "O", "O", "C", "H", "H", "H", "H", "H", "H", "C", "C", "O", "C", "O", "O", "F", "H", "H", "H", "C", "C", "O", "C", "O", "O", "F", "H", "H", "H", "C", "C", "O", "C", "O", "O", "F", "H", "H", "H", "C", "C", "O", "C", "O", "O", "F", "H", "H", "H", "C", "Cl", "Cl", "H", "H"], "coordinates": [[6.54, -4.92, -2.09], [5.75, -4.10, -2.96], [4.75, -3.41, -2.43], [4.31, -3.45, -1.26], [4.30, -2.61, -3.41], [3.06, -1.96, -3.32], [7.06, -4.43, -1.27], [7.17, -5.56, -2.70], [5.85, -5.54, -1.52], [2.93, -1.46, -2.36], [2.30, -2.73, -3.31], [2.97, -1.27, -4.16], [4.71, 5.85, -3.64], [4.19, 4.92, -2.71], [3.02, 4.30, -2.92], [2.25, 4.48, -3.84], [2.87, 3.27, -2.03], [1.76, 2.37, -2.14], [5.41, 6.60, -3.30], [3.91, 6.48, -4.02], [5.20, 5.39, -4.49], [1.59, 1.91, -1.17], [1.96, 1.70, -2.98], [0.76, 2.75, -2.31], [3.86, -1.84, 1.60], [3.45, -1.04, 2.68], [3.37, 0.32, 2.77], [3.87, 1.13, 1.97], [2.70, 0.62, 3.92], [2.75, 1.99, 4.41], [4.90, -2.13, 1.75], [3.79, -1.34, 0.63], [3.25, -2.74, 1.61], [2.05, 2.04, 5.24], [2.41, 2.72, 3.67], [3.77, 2.25, 4.67], [-1.30, 3.92, -0.28], [-0.83, 4.94, -1.12], [0.16, 5.84, -0.80], [0.85, 5.73, 0.21], [0.18, 6.91, -1.69], [0.94, 8.02, -1.37], [-1.40, 4.46, 0.65], [-0.58, 3.10, -0.20], [-2.26, 3.50, -0.57], [0.93, 8.35, -0.34], [0.63, 8.88, -1.96], [1.96, 7.72, -1.59], [0.19, 1.33, 1.72], [-0.60, 0.57, 0.79], [-0.07, -0.43, 0.14], [1.15, -0.61, 0.15], [-0.96, -1.15, -0.56], [-0.48, -2.07, -1.50], [-0.36, 2.24, 1.95], [1.21, 1.64, 1.47], [0.28, 0.77, 2.65], [-1.25, -2.75, -1.86], [0.30, -2.67, -1.03], [0.09, -1.57, -2.28], [-5.44, 3.20, 0.25], [-4.33, 2.70, 0.92], [-4.21, 2.94, 2.29], [-5.03, 3.42, 3.04], [-2.99, 2.46, 2.60], [-2.48, 2.40, 3.96], [-5.15, 4.00, -0.43], [-6.31, 3.46, 0.85], [-5.82, 2.52, -0.51], [-2.60, 3.33, 4.51], [-1.40, 2.24, 3.90], [-3.05, 1.65, 4.51], [-2.18, -4.20, 2.03], [-0.76, -4.12, 1.79], [-0.13, -4.89, 0.85], [-0.64, -5.69, 0.03], [1.15, -4.53, 0.81], [2.07, -5.18, -0.03], [-2.54, -5.15, 2.44], [-2.81, -3.88, 1.19], [-2.32, -3.61, 2.93], [1.91, -6.24, -0.21], [3.07, -4.94, 0.33], [2.10, -4.75, -1.03], [0.73, 0.16, 8.19], [0.53, -1.32, 7.86], [-0.28, -1.26, 6.73], [-0.12, -0.10, 6.14], [-0.50, 0.15, 5.05], [0.45, 0.77, 7.00], [-0.02, -2.02, 8.87], [1.71, 0.42, 8.60], [0.04, 0.37, 9.01], [1.45, -1.84, 7.60], [-4.13, -6.03, -2.50], [-3.20, -5.56, -1.35], [-3.80, -6.03, -0.23], [-4.66, -7.03, -0.52], [-5.36, -7.77, 0.16], [-4.65, -7.22, -1.88], [-3.24, -4.22, -1.52], [-3.61, -6.14, -3.45], [-5.00, -5.38, -2.64], [-2.20, -5.95, -1.53], [-0.96, -1.68, -5.18], [-2.38, -2.31, -5.28], [-2.25, -3.46, -4.44], [-0.97, -3.85, -4.49], [-0.52, -4.94, -4.12], [-0.18, -2.79, -4.87], [-2.56, -2.52, -6.61], [-0.94, -1.02, -4.31], [-0.57, -1.18, -6.06], [-3.16, -1.62, -4.95], [-3.61, 0.46, -1.71], [-4.40, 0.59, -3.01], [-3.29, 0.70, -3.85], [-2.25, 1.29, -3.24], [-1.17, 1.62, -3.73], [-2.45, 1.30, -1.95], [-5.26, 1.60, -3.08], [-3.34, -0.57, -1.46], [-4.15, 0.88, -0.86], [-4.88, -0.36, -3.28], [0.42, 6.02, 3.64], [0.10, 4.33, 3.25], [-0.72, 6.59, 4.96], [1.43, 6.04, 4.06], [0.29, 6.57, 2.71]], "lowdin_charge": [-0.03, 0.01, -0.53, 0.07, 0.00, -0.04, 0.10, 0.10, 0.09, 0.09, 0.09, 0.10, -0.06, 0.01, -0.54, 0.11, -0.01, -0.04, 0.09, 0.09, 0.10, 0.08, 0.10, 0.07, -0.06, -0.03, -0.52, 0.09, -0.04, -0.02, 0.09, 0.08, 0.08, 0.08, 0.05, 0.10, -0.04, -0.03, -0.46, 0.09, -0.02, -0.09, 0.08, 0.08, 0.09, 0.09, 0.10, 0.09, -0.04, 0.03, -0.57, 0.10, 0.00, -0.03, 0.01, 0.09, 0.09, 0.09, 0.09, 0.09, -0.09, -0.05, -0.52, 0.13, -0.02, -0.04, 0.10, 0.10, 0.07, 0.09, 0.02, 0.10, -0.03, -0.01, -0.50, 0.07, 0.00, -0.05, 0.10, 0.09, 0.09, 0.10, 0.08, 0.08, -0.09, -0.31, 0.18, -0.57, 0.19, 0.08, 0.09, 0.14, 0.14, 0.17, -0.04, -0.37, 0.15, -0.48, 0.15, 0.05, 0.05, 0.14, 0.14, 0.16, -0.07, -0.25, 0.13, -0.52, 0.13, 0.05, 0.08, 0.11, 0.15, 0.15, -0.01, -0.32, 0.11, -0.56, 0.13, 0.09, 0.12, 0.14, 0.13, 0.17, -0.91, 0.63, 0.45, 0.03, 0.02]}